Record 1
{
  "formula": "C17H17ClINOPb",
  "method": "wB97M-V/def2-TZVPD",
  "symbols": ["C", "C", "C", "H", "C", "H", "H", "H", "C", "H", "H", "C", "H", "H", "C", "H", "H", "C", "H", "H", "Pb", "H", "Cl", "C", "C", "C", "I", "C", "O", "C", "N", "C", "C", "C", "C", "H", "H", "H", "H"],
  "xyz": [[-0.1242, 0.0453, -3.4331], [0.1905, -2.6265, -2.1328], [1.2474, 0.0093, -3.1940], [-0.6933, 0.9870, -3.6044], [1.5514, -2.5578, -1.8143], [-0.5092, -3.1089, -1.4250], [1.7338, 0.8757, -2.7398], [1.9002, -3.1735, -0.9734], [2.1888, -1.0090, -3.7576], [3.1216, -0.4619, -4.0011], [1.8248, -1.3966, -4.7347], [-0.8410, -1.1452, -4.0160], [-0.7888, -1.0934, -5.1201], [-1.9198, -1.0634, -3.7657], [-0.3290, -2.5341, -3.5721], [0.4121, -2.9178, -4.2929], [-1.1735, -3.2421, -3.6302], [2.6012, -2.1602, -2.8312], [2.9011, -3.0273, -3.4524], [3.5108, -1.8741, -2.2856], [0.3848, -0.6191, -0.9306], [-0.6048, 0.8141, -1.8278], [-0.9581, 1.8730, 6.0455], [-0.4057, 0.9979, 4.6590], [0.3625, -0.1511, 4.8344], [0.7945, -0.9055, 3.7404], [1.8952, -2.6085, 4.0165], [0.3814, -0.5795, 2.3839], [0.6199, -1.3533, 1.4087], [-0.3781, 0.6494, 2.2299], [-0.7758, 0.9420, 0.9732], [-1.4802, 2.0569, 0.7584], [-1.9414, 2.8880, 1.8020], [-1.5966, 2.5845, 3.0953], [-0.7806, 1.4471, 3.3543], [0.5984, -0.4518, 5.8474], [-1.6822, 2.3005, -0.2820], [-2.5678, 3.7472, 1.5528], [-1.9484, 3.1819, 3.9207]],
  "forces_ev_per_angstrom": [[0.7, 1.3, -1.7], [0.9, -2.5, -1.0], [-0.4, 0.8, -0.4], [0.8, -0.8, 0.1], [-1.5, -3.0, -2.1], [0.6, 0.1, -0.2], [-0.2, 0.2, -0.6], [-0.2, 1.0, 0.3], [0.6, -0.1, -0.8], [-0.5, -0.3, 0.0], [0.1, 0.2, 0.6], [-0.7, -0.4, 0.0], [-0.1, 0.1, 0.3], [0.6, 0.0, -0.1], [-0.4, 0.1, 0.0], [-0.1, 0.2, 0.5], [0.3, 0.2, 0.0], [0.1, 0.2, 0.4], [-0.3, 0.0, 0.5], [-0.2, -0.1, 0.0], [1.2, 4.1, 3.2], [-1.0, -1.3, 0.3], [0.0, 0.2, 0.3], [0.4, -0.5, -0.8], [-0.5, 0.9, -0.3], [-1.0, 1.1, -1.5], [0.3, -0.4, 0.1], [0.3, -0.5, 2.0], [0.0, -0.4, -0.4], [-0.5, 0.1, 0.6], [-0.5, 1.6, 0.1], [0.5, -1.0, 0.4], [0.1, 0.0, -0.2], [0.2, -0.5, -0.3], [0.2, -0.5, 0.2], [0.1, 0.0, -0.1], [-0.2, -0.1, 0.1], [0.2, -0.2, 0.2], [0.0, 0.1, 0.1]],
  "total_charge": 0,
  "relative_energy_kcal_mol": 0.0,
  "lumo_energy_ev": [-1.337, -1.338]
}

***

Record 2
{
  "formula": "C11H16AlO3",
  "method": "wB97M-V/def2-TZVPD",
  "symbols": ["C", "C", "C", "Al", "C", "O", "C", "H", "H", "H", "H", "H", "H", "H", "H", "H", "H", "H", "H", "C", "C", "C", "O", "C", "C", "C", "O", "H", "H", "H", "H"],
  "xyz": [[4.2644, -3.2278, 0.1918], [2.9838, -2.8127, 0.2822], [2.5258, -1.5108, -0.3555], [0.6288, -0.9272, 0.1201], [-0.1508, -2.2864, 1.4533], [-0.4162, -3.5594, 0.7927], [-1.6049, -3.5602, 0.0564], [4.5577, -4.2703, 0.2142], [5.0230, -2.4700, 0.0274], [2.2749, -3.4084, 0.8476], [3.2633, -0.7476, -0.0776], [2.6483, -1.6690, -1.4262], [-0.2366, -0.8994, -1.2696], [0.5809, 0.5614, 0.7503], [0.5784, -2.5278, 2.2269], [-1.0693, -1.9057, 1.9164], [-1.4452, -3.2725, -0.9858], [-2.0156, -4.5709, 0.0776], [-2.3317, -2.8592, 0.4765], [-2.8823, 3.1253, -0.1479], [-1.7925, 2.3993, -0.3911], [-0.4935, 3.0460, -0.7083], [0.4850, 2.3789, -0.9282], [-0.4587, 4.5328, -0.7379], [-1.5505, 5.2538, -0.4958], [-2.8475, 4.6050, -0.1810], [-3.8416, 5.2703, 0.0416], [-3.8391, 2.6752, 0.0851], [-1.7871, 1.3161, -0.3720], [0.4980, 4.9848, -0.9685], [-1.5493, 6.3367, -0.5150]],
  "forces_ev_per_angstrom": [[-0.8, 0.3, 0.1], [1.0, 0.2, -0.1], [-0.1, -0.1, 1.1], [0.2, -0.1, -0.1], [0.4, 0.4, -1.0], [-0.2, -0.2, 0.4], [0.2, 0.0, -0.1], [0.1, 0.0, 0.9], [0.2, -0.2, -0.8], [-0.3, -0.5, -0.7], [0.0, 0.2, -0.1], [-0.1, 0.1, -0.2], [-0.2, 0.0, 0.0], [0.0, 0.0, 0.4], [-0.1, 0.0, 0.3], [-0.1, -0.2, 0.3], [0.0, 0.1, -0.1], [-0.1, -0.1, 0.0], [-0.2, 0.0, 0.1], [0.1, 0.0, 0.0], [-0.2, 0.0, 0.0], [-0.1, -0.2, 0.1], [0.3, 0.4, -0.4], [0.0, 0.1, 0.1], [0.1, 0.0, 0.0], [-0.1, -0.1, 0.0], [0.0, 0.0, 0.0], [0.0, 0.0, 0.0], [0.1, 0.0, 0.0], [0.0, 0.0, 0.0], [0.0, 0.0, 0.0]],
  "total_charge": -1,
  "lumo_energy_ev": 1.085
}

***

Record 3
{
  "formula": "C4H5ClN4O3",
  "method": "wB97M-V/def2-TZVPD",
  "symbols": ["N", "C", "C", "N", "N", "C", "Cl", "C", "H", "H", "H", "H", "H", "N", "O", "O", "O"],
  "xyz": [[3.5086, -1.4750, 0.2148], [2.3781, -0.4413, 0.1571], [2.7944, 1.1122, -0.0893], [1.7306, 2.1405, -0.1332], [0.4498, 1.7519, 0.0758], [-0.2077, 0.4257, 0.3227], [-2.0462, 0.2213, 0.6003], [0.8196, -0.8935, 0.3807], [4.2986, -0.9387, 0.6819], [3.1444, -2.1879, 0.9161], [3.9255, 1.4371, -0.2344], [-0.2513, 2.5578, 0.0618], [0.4407, -1.9957, 0.5953], [-5.2463, -0.4286, -0.8874], [-4.9254, 0.0230, 0.2244], [-4.7076, 0.0127, -1.9160], [-6.1058, -1.3214, -0.9706]],
  "forces_ev_per_angstrom": [[-3.0, 3.0, 2.1], [-1.5, 0.2, 0.4], [-4.4, -0.6, 0.4], [2.8, -4.9, 0.6], [-2.2, -2.4, 0.5], [3.5, -2.0, 0.1], [3.4, 0.9, -1.0], [1.5, 5.2, -0.8], [-1.0, -1.2, -0.8], [0.9, 0.9, -1.3], [-2.9, -0.6, 0.3], [1.4, -1.4, -0.1], [0.9, 2.7, -0.6], [-0.6, -0.8, -1.1], [0.8, 0.4, 1.4], [0.4, 0.2, -0.2], [0.1, 0.1, 0.2]],
  "total_charge": 0,
  "relative_energy_kcal_mol": 208.8,
  "lumo_energy_ev": -2.998
}

***

Record 4
{
  "formula": "C3H15NO3",
  "method": "wB97M-V/def2-TZVPD",
  "symbols": ["C", "N", "C", "C", "H", "H", "H", "H", "H", "H", "H", "H", "H", "H", "H", "O", "H", "H", "O", "H", "H", "O"],
  "xyz": [[-0.9735, 1.0576, 1.0303], [-1.3149, -0.2637, 0.5413], [-2.7556, -0.2257, 0.3666], [-0.7018, -0.9355, -0.6155], [-1.6317, 1.2975, 1.8447], [-1.0189, 1.8775, 0.2902], [0.0410, 1.0353, 1.4516], [-3.1240, -1.1477, -0.1589], [-3.2176, -0.2989, 1.3453], [-3.1004, 0.6788, -0.1598], [-0.8030, -1.9934, -0.3891], [0.3524, -0.7445, -0.4890], [-1.1200, -0.5865, -1.5752], [0.8644, 2.2617, -1.2644], [1.6828, 1.0216, -0.8475], [0.9640, 1.3187, -1.4228], [2.6753, -1.5171, -1.3853], [1.4130, -1.4238, 0.8141], [2.2464, -1.7782, -0.5531], [3.8876, 0.4693, 0.4264], [2.6947, -0.4867, 0.1580], [2.9397, 0.3839, 0.5922]],
  "forces_ev_per_angstrom": [[2.3, -0.2, 1.4], [-2.7, 2.5, -3.1], [-1.5, -2.6, 0.2], [1.4, 0.0, 2.0], [-0.5, 0.1, 0.3], [-0.1, -0.8, -0.2], [0.0, 0.2, -0.3], [0.5, 1.0, 0.2], [-0.2, 0.5, 0.3], [0.4, -0.2, 0.2], [-0.5, -0.4, -0.6], [0.0, 0.2, -1.0], [0.1, -0.2, 0.5], [0.3, 0.1, -0.1], [0.4, 0.4, 0.2], [-0.4, -0.1, 0.0], [-0.7, 1.6, 0.1], [2.7, -0.3, -4.2], [-1.9, -2.5, 3.8], [-0.1, 0.2, 0.3], [1.0, 0.9, 0.5], [-0.4, -0.3, -0.4]],
  "total_charge": 1,
  "spin_multiplicity": 2,
  "s_squared": 0.7541,
  "relative_energy_kcal_mol": 125.8,
  "lumo_energy_ev": [-6.559, -7.779]
}

***

Record 5
{
  "formula": "C5H8BrN3O2",
  "method": "wB97M-V/def2-TZVPD",
  "symbols": ["C", "C", "C", "C", "C", "N", "N", "N", "O", "O", "Br", "H", "H", "H", "H", "H", "H", "H", "H"],
  "xyz": [[-0.7193, 0.8630, 1.7323], [-1.0400, -0.2459, 0.9934], [-0.1270, -0.2857, -0.4742], [-2.6160, -2.1013, 0.4137], [2.9285, 1.3386, -1.1077], [0.3383, 1.7644, 1.4250], [1.0519, 1.6236, 0.4083], [0.8914, 0.5551, -0.3716], [-1.8473, -1.2496, 1.2843], [1.9162, 0.3320, -1.3209], [-1.5080, 0.1879, -2.0503], [-1.3159, 0.9330, 2.6066], [0.2089, -1.2490, -0.5676], [-2.7359, -2.9483, 0.9288], [-1.9582, -2.5234, -0.4535], [-3.4615, -1.5988, -0.0309], [3.8533, 0.7270, -1.5503], [3.2089, 1.5895, -0.1022], [2.9317, 2.2878, -1.7630]],
  "forces_ev_per_angstrom": [[0.0, -2.2, -1.5], [3.0, 1.6, -4.0], [-4.6, 0.6, 3.6], [3.3, 2.1, -4.0], [4.0, -1.2, -3.5], [-1.6, -0.2, 0.4], [-0.4, -0.1, 0.2], [1.1, 0.8, 0.1], [-0.1, 0.4, 0.9], [-0.2, 1.9, 1.3], [0.7, -0.3, 0.6], [0.1, 0.9, 1.0], [0.4, -2.4, -1.3], [-1.4, -2.8, 2.4], [-0.9, 1.2, 1.1], [-0.3, 0.0, 0.3], [-1.7, 1.4, 0.9], [-0.4, -0.2, 0.4], [-1.0, -1.5, 1.1]],
  "total_charge": 0,
  "relative_energy_kcal_mol": 12.8,
  "lumo_energy_ev": 0.234
}

***

Record 6
{
  "formula": "C4H6ClN2O",
  "method": "wB97M-V/def2-TZVPD",
  "symbols": ["C", "C", "C", "C", "N", "N", "O", "Cl", "H", "H", "H", "H", "H", "H"],
  "xyz": [[-0.8834, 1.3400, 0.2101], [-2.0718, 0.9812, -0.0746], [0.7586, -0.4596, -0.0051], [0.0250, 0.3588, 1.0020], [0.1848, -1.6305, -0.2339], [1.6897, 0.0733, -0.8146], [-0.8398, -2.0433, 0.3722], [-3.2625, 0.0750, -0.2193], [-0.3894, 2.2596, -0.0384], [0.7354, 0.9219, 1.6226], [-0.4734, -0.3121, 1.5820], [0.7328, -2.3742, -0.9152], [1.7465, 1.1645, -0.8787], [2.0476, -0.3547, -1.6090]],
  "forces_ev_per_angstrom": [[1.0, -0.5, 0.7], [2.9, 3.0, -0.1], [-0.4, 2.8, -0.2], [2.8, 1.6, -1.4], [2.1, -4.1, -2.5], [-1.0, 3.2, 1.8], [0.2, 0.0, -0.2], [-4.3, -3.0, -0.4], [-0.2, 0.5, -0.2], [-0.2, 0.0, -0.2], [-1.7, -1.4, 1.7], [-1.8, 2.1, 1.8], [0.0, -2.9, 0.6], [0.6, -1.2, -1.5]],
  "total_charge": 1,
  "relative_energy_kcal_mol": 141.4,
  "lumo_energy_ev": [-4.519, -6.709]
}

***

Record 7
{
  "formula": "CH4NO2S",
  "method": "wB97M-V/def2-TZVPD",
  "symbols": ["C", "N", "O", "O", "S", "H", "H", "H", "H"],
  "xyz": [[-2.1662, -0.0610, 2.1845], [2.3517, 0.9983, -2.2052], [0.6299, -0.7682, -1.9786], [2.7472, -0.9293, -0.6734], [1.6952, -0.1128, -1.2106], [-1.4276, -0.8255, 1.9241], [-2.4058, 0.0947, 3.2155], [-2.9869, 0.0927, 1.3635], [1.5625, 1.5112, -2.6198]],
  "forces_ev_per_angstrom": [[-1.5, -0.7, -2.3], [0.0, 0.2, 1.1], [-1.0, -1.0, 0.4], [1.2, -1.3, 0.9], [-0.3, 2.6, -2.6], [-0.1, 0.5, 0.2], [-0.1, 0.3, 0.3], [1.7, -0.1, 1.8], [0.1, -0.4, 0.2]],
  "total_charge": -1,
  "relative_energy_kcal_mol": 127.5,
  "lumo_energy_ev": [3.593, 2.527]
}

***

Record 8
{
  "formula": "H4OS2",
  "method": "wB97M-V/def2-TZVPD",
  "symbols": ["O", "H", "H", "S", "S", "H", "H"],
  "xyz": [[-0.2317, -0.2073, -2.6903], [0.1907, -0.4195, -1.8272], [-0.2696, 0.7757, -2.7128], [0.6891, -0.4838, 0.9644], [-0.9797, 0.5995, 1.6632], [1.7056, -0.1627, 1.7928], [-1.1043, -0.1018, 2.8100]],
  "forces_ev_per_angstrom": [[0.4, 0.8, 0.8], [-0.4, 0.3, -0.9], [0.1, -1.1, 0.1], [-0.5, -0.1, -0.1], [1.0, -0.4, 0.2], [-0.4, 0.4, 0.0], [-0.2, 0.1, -0.2]],
  "total_charge": 0,
  "relative_energy_kcal_mol": 4.8,
  "lumo_energy_ev": -0.039
}

***

Record order is preserved below.
Calculated total energy: -47307.442 -24403.381 -28841.938 -10972.769 -83915.746 -21782.217 -17519.500 -23782.569 eV